Record 1
62
Properties=species:S:1:pos:R:3:forces:R:3:lowdin_charge:R:1 method="wB97M-V/def2-TZVPD" e_tot_ev=-39989.4371 smiles="CN(CCc1cn[nH]c1)C(=O)C[C@H]1C(=O)NCCN1Cc1cccc(Oc2ccccc2)c1" lumo_energy_ev=0.60 fmax_ev_per_a=0.90 e_above_lowest_kj_mol=222.2
C 2.64332 0.66548 -0.40832 0.146 -0.211 0.107 -0.020
N 1.43502 0.56099 -1.20050 0.234 0.152 0.052 -0.083
C 0.78661 1.81907 -1.49531 -0.198 0.176 0.140 -0.140
C 0.16866 2.47144 -0.24711 -0.078 -0.082 -0.267 -0.119
C -0.60843 3.68962 -0.61847 -0.093 -0.023 -0.069 -0.223
C -0.47836 4.98696 -0.09154 -0.228 -0.200 -0.281 -0.127
N -1.32858 5.82139 -0.65580 -0.081 0.880 0.186 0.015
N -2.00628 5.09456 -1.53865 -0.024 -0.166 -0.041 -0.034
C -1.61413 3.80527 -1.55666 0.188 -0.076 0.127 -0.044
C 1.04135 -0.66470 -1.60569 -0.110 -0.077 -0.315 -0.463
O 1.66368 -1.67149 -1.29837 0.071 -0.376 0.050 0.025
C -0.18036 -0.77250 -2.50394 -0.083 -0.067 0.052 -0.010
C -1.54535 -0.52586 -1.79667 0.254 0.323 -0.183 -0.193
C -2.47753 0.06656 -2.84570 -0.027 -0.006 0.141 -0.434
O -2.27908 1.17858 -3.30698 0.187 0.318 -0.030 0.035
N -3.48680 -0.69934 -3.28797 -0.349 -0.094 -0.308 0.097
C -3.87913 -1.97854 -2.74669 0.028 -0.440 0.284 -0.154
C -2.68081 -2.62947 -2.06322 -0.314 0.108 -0.175 -0.166
N -2.13866 -1.66630 -1.13318 -0.135 -0.165 0.105 -0.123
C -1.31783 -2.23771 -0.07493 -0.020 -0.174 -0.017 -0.121
C -1.04381 -1.22164 1.00107 0.010 0.097 0.145 -0.199
C -2.07035 -0.41691 1.48357 -0.022 -0.011 -0.014 -0.048
C -1.81042 0.53388 2.45426 -0.036 -0.057 -0.030 -0.072
C -0.53418 0.68219 2.96623 0.386 -0.105 0.058 -0.006
C 0.49157 -0.13261 2.49932 -0.508 0.041 -0.119 -0.258
O 1.75155 0.11160 2.98188 0.042 0.173 0.069 0.024
C 2.66485 -0.90831 3.07801 0.371 -0.315 0.084 -0.263
C 4.00342 -0.57911 2.89238 -0.329 0.129 -0.039 -0.011
C 4.97770 -1.54770 3.04000 0.017 -0.057 0.002 -0.082
C 4.62800 -2.84605 3.37066 0.099 -0.100 0.016 -0.097
C 3.29608 -3.16852 3.56654 0.056 -0.018 -0.006 -0.077
C 2.31240 -2.20715 3.42655 -0.195 0.226 0.028 -0.018
C 0.23569 -1.07804 1.51197 0.173 0.075 0.080 0.025
H 3.31434 1.40060 -0.85655 -0.002 0.052 -0.004 0.098
H 3.12854 -0.30857 -0.39211 0.003 0.122 0.050 0.092
H 2.41532 0.96625 0.61434 0.038 0.022 0.051 0.075
H 0.00584 1.68153 -2.24024 0.046 -0.002 -0.037 0.099
H 1.53584 2.50228 -1.91452 -0.117 -0.038 -0.050 0.136
H -0.48528 1.74956 0.25136 0.118 -0.069 0.053 0.098
H 0.94924 2.75170 0.46144 -0.003 -0.073 0.054 0.116
H 0.19474 5.32965 0.66896 0.154 0.116 0.179 0.103
H -2.71822 5.52754 -2.10477 0.139 -0.037 0.123 0.151
H -2.04983 3.08321 -2.21730 -0.101 -0.196 -0.179 0.094
H -0.08355 -0.07416 -3.33658 -0.021 -0.016 0.032 0.125
H -0.16841 -1.78456 -2.91435 0.087 0.101 0.039 0.122
H -1.40720 0.24893 -1.03568 -0.079 0.024 -0.182 0.138
H -4.10134 -0.26623 -3.96389 0.169 0.088 0.086 0.153
H -4.68321 -1.84121 -2.01240 0.083 -0.108 -0.069 0.122
H -4.25069 -2.61027 -3.55831 0.040 0.042 0.065 0.121
H -1.95320 -2.96066 -2.82228 -0.031 -0.039 0.053 0.125
H -3.01519 -3.50979 -1.51167 0.030 0.033 -0.036 0.126
H -0.36996 -2.64735 -0.44886 -0.050 -0.016 0.047 0.121
H -1.89243 -3.06277 0.36148 0.060 0.018 -0.065 0.134
H -3.06402 -0.53297 1.07923 -0.121 0.005 -0.058 0.114
H -2.60628 1.16678 2.81739 -0.066 0.058 0.036 0.107
H -0.31402 1.42437 3.71715 0.043 0.086 0.092 0.120
H 4.26172 0.43706 2.63748 0.006 0.122 -0.032 0.117
H 6.01490 -1.28689 2.89121 0.080 0.028 -0.011 0.104
H 5.39018 -3.60255 3.47944 0.063 -0.061 0.008 0.099
H 3.01682 -4.17643 3.83565 -0.026 -0.076 0.021 0.105
H 1.27447 -2.45647 3.59280 -0.047 -0.019 0.004 0.121
H 1.04107 -1.68425 1.12482 0.072 -0.044 -0.104 0.123

***

Record 2
67
Properties=species:S:1:pos:R:3:forces:R:3:lowdin_charge:R:1 method="wB97M-V/def2-TZVPD" charge=+2 e_tot_ev=-67086.7820 lumo_energy_ev=-8.76 fmax_ev_per_a=1.45 e_above_lowest_kj_mol=99.4
Os 0.32536 -0.84741 -0.41925 -0.082 0.521 0.483 1.255
S -1.39219 -1.20084 1.25073 0.305 0.003 -0.706 0.933
C -2.20260 -0.19311 0.16021 -0.678 -0.308 0.297 -0.680
N -3.51169 0.06529 -0.14147 0.356 0.071 0.398 0.151
N -4.41467 -0.69154 0.34506 -0.108 -0.087 -0.194 0.121
C -5.73198 -0.39243 0.18415 0.077 -0.066 -0.028 -0.181
C -6.14650 0.77343 -0.50904 0.050 -0.003 0.034 0.042
C -7.48475 1.00742 -0.64322 -0.041 -0.004 0.008 -0.019
C -8.41285 0.10231 -0.09895 -0.011 0.044 -0.019 0.026
C -8.01147 -1.04118 0.58530 0.056 -0.047 0.017 -0.008
C -6.67040 -1.30710 0.72862 0.105 0.082 -0.083 0.068
N -1.23697 0.47954 -0.50643 0.484 0.391 -0.442 -0.194
N -0.90161 0.12381 -1.76646 -1.184 -0.731 -0.406 -0.059
C -0.38178 1.14459 -2.58734 0.502 0.110 0.245 -0.308
C 0.37520 0.74116 -3.68679 -0.050 -0.049 0.021 -0.033
C 0.90431 1.69592 -4.53805 0.014 0.013 -0.004 -0.048
C 0.65863 3.04371 -4.30563 0.011 -0.003 0.005 -0.043
C -0.11520 3.43860 -3.21949 0.018 0.016 -0.002 -0.045
C -0.63124 2.49496 -2.34697 0.025 -0.053 0.044 -0.036
H -4.19890 -1.70273 0.77058 0.141 -0.495 0.149 0.104
H -5.40742 1.44435 -0.92194 -0.016 -0.009 -0.002 0.122
H -7.83691 1.88309 -1.16934 0.004 -0.001 -0.005 0.127
H -9.47023 0.30128 -0.22025 0.003 0.000 0.003 0.133
H -8.74732 -1.72085 0.98978 0.006 -0.006 0.002 0.131
H -6.31916 -2.19297 1.23566 0.067 -0.107 0.047 0.128
H 0.52454 -0.31586 -3.87526 -0.012 0.007 -0.031 0.108
H 1.49046 1.39198 -5.39444 -0.001 -0.008 0.003 0.120
H 1.05681 3.78794 -4.98163 0.000 0.001 0.001 0.121
H -0.31675 4.48873 -3.05618 -0.019 -0.004 0.001 0.120
H -1.24482 2.78701 -1.50473 -0.025 0.024 -0.029 0.113
C 0.82687 1.86345 0.99975 -0.006 -0.014 -0.033 -0.123
C 1.88310 2.89551 1.47042 0.009 0.013 0.006 -0.120
N 3.22593 2.35258 1.32681 -0.023 -0.006 -0.013 -0.147
C 3.32120 1.11233 2.07445 0.019 0.002 0.001 -0.126
C 2.37496 0.04982 1.45388 -0.022 -0.010 -0.023 -0.139
N 1.52025 0.68293 0.39101 0.019 -0.045 0.201 -0.300
C 2.42231 1.18236 -0.69614 0.010 -0.058 0.008 -0.119
C 3.50940 2.10780 -0.07746 0.027 -0.012 0.009 -0.118
H 0.17036 2.28063 0.24339 0.000 0.003 0.007 0.088
H 0.21097 1.48556 1.81599 0.018 0.005 0.017 0.117
H 1.71751 3.16221 2.51331 -0.004 0.002 0.000 0.132
H 1.81289 3.80971 0.88165 0.000 -0.003 -0.007 0.132
H 3.05673 1.30560 3.11306 -0.007 0.002 -0.002 0.133
H 4.34998 0.75504 2.05474 -0.001 -0.003 0.005 0.132
H 1.70747 -0.39083 2.19640 0.011 0.005 0.013 0.114
H 2.94601 -0.74515 0.97296 0.002 -0.002 0.004 0.103
H 1.80056 1.70667 -1.42009 0.023 0.027 0.017 0.099
H 2.86838 0.31138 -1.18975 0.004 0.010 -0.005 0.119
H 3.52994 3.05775 -0.60960 -0.002 -0.003 -0.009 0.133
H 4.49752 1.65743 -0.16432 0.000 -0.003 0.006 0.132
N 1.65254 -2.59032 -0.64355 -0.097 0.046 0.014 0.026
C 0.35765 -3.22609 -0.69485 0.073 -0.102 -0.260 -0.409
C -0.47498 -2.89678 -1.77068 -0.224 0.075 0.306 -0.088
C -1.84552 -3.24168 -1.67919 0.057 -0.176 0.599 -0.011
C -2.30488 -3.87934 -0.53928 0.304 0.270 -0.746 -0.258
C -1.41709 -4.31345 0.45409 -0.223 -0.165 0.107 -0.050
C -0.09466 -3.98545 0.39075 0.360 -0.035 0.024 -0.052
S -4.04341 -3.95886 -0.17034 -0.162 0.080 -0.123 0.467
O -4.67834 -3.16941 -1.20393 -0.034 0.018 -0.088 -0.307
O -4.02794 -3.19296 1.11357 -0.175 0.885 0.190 -0.372
O -4.40810 -5.32416 0.00189 0.030 -0.065 -0.046 -0.241
H 2.25017 -2.96815 0.08657 0.012 0.053 0.018 0.126
H 2.15492 -2.62521 -1.52865 0.044 -0.033 0.027 0.134
H -0.07033 -2.47050 -2.68003 -0.040 -0.020 -0.028 0.112
H -2.54001 -2.96415 -2.46105 -0.004 -0.005 0.012 0.131
H -1.80607 -4.86252 1.30286 -0.003 -0.014 -0.012 0.145
H 0.59088 -4.26956 1.18079 0.008 -0.022 -0.004 0.135

***

Record 3
62
Properties=species:S:1:pos:R:3:forces:R:3:lowdin_charge:R:1 method="wB97M-V/def2-TZVPD" charge=+1 e_tot_ev=-39346.7924 lumo_energy_ev=-1.70 fmax_ev_per_a=1.70
Ag 11.19794 13.35260 6.27911 -0.008 -0.266 -0.004 0.700
C 12.26807 16.39719 5.97767 0.426 -0.315 -0.686 -0.185
C 13.51972 16.05021 6.80447 -0.163 0.073 -0.597 -0.102
C 14.23894 14.76256 6.47300 -0.437 -0.081 -0.031 -0.289
C 15.53796 14.58551 6.90365 0.881 0.059 0.224 -0.024
C 16.19420 13.38479 6.66212 0.051 0.052 0.214 -0.051
C 15.50598 12.36631 6.01927 -0.214 0.320 -0.143 -0.058
C 14.21714 12.63956 5.57637 -0.184 -0.239 0.512 -0.136
N 13.58633 13.79834 5.82409 0.066 -0.245 -0.353 0.048
N 10.99759 15.82184 6.41164 -0.400 -0.353 -0.211 -0.223
C 10.61369 16.20364 7.75931 -0.487 0.015 -0.083 -0.134
C 11.04585 15.27081 8.86524 0.190 -0.231 -0.078 -0.275
C 11.04270 15.68793 10.18781 0.101 -0.185 0.059 -0.011
C 11.44657 14.79732 11.16868 -0.672 0.405 0.808 -0.045
C 11.81735 13.51459 10.80673 0.134 -0.005 0.471 -0.061
C 11.80223 13.18597 9.47923 -0.266 0.157 -0.306 -0.127
N 11.39695 14.03742 8.53496 0.420 -0.281 -0.178 0.051
C 9.92386 16.12597 5.45458 1.001 -0.257 -0.080 -0.147
C 8.71924 15.23930 5.56954 -0.511 -0.621 -0.361 -0.275
C 7.60035 15.53447 4.77391 0.240 0.343 0.188 -0.016
C 6.55768 14.63069 4.72909 0.225 0.085 0.325 -0.050
C 6.62286 13.49147 5.53375 -0.334 0.130 -0.005 -0.056
C 7.74207 13.29365 6.31767 0.168 0.448 -0.294 -0.125
N 8.79868 14.12863 6.30718 -0.398 0.201 -0.203 0.059
H 12.19952 17.48333 5.96840 -0.128 0.414 -0.023 0.119
H 12.41394 16.07371 4.92556 0.074 0.172 0.584 0.128
H 14.23148 16.88016 6.66774 -0.217 -0.276 0.148 0.129
H 13.26942 16.01052 7.85636 -0.026 0.167 0.396 0.107
H 16.03657 15.38934 7.44812 -0.089 -0.200 -0.213 0.123
H 17.22440 13.22495 6.98821 -0.355 0.125 -0.017 0.117
H 15.95586 11.39307 5.89802 -0.023 -0.042 -0.237 0.105
H 13.60566 11.86904 5.10077 0.263 0.240 -0.013 0.088
H 10.99355 17.20580 7.94745 -0.033 0.325 0.343 0.133
H 9.51442 16.24399 7.81056 0.285 0.101 -0.026 0.138
H 10.69037 16.67711 10.41689 0.050 0.281 0.205 0.118
H 11.37108 15.07535 12.23503 0.231 -0.109 -0.722 0.126
H 12.08176 12.77358 11.54281 0.148 -0.016 0.120 0.109
H 12.09738 12.20309 9.14989 0.022 -0.193 -0.127 0.104
H 9.61778 17.16996 5.50451 -0.089 0.341 0.023 0.133
H 10.34824 15.96330 4.45038 -0.170 0.131 0.224 0.138
H 7.56848 16.48588 4.22458 0.014 -0.551 0.150 0.127
H 5.69840 14.83483 4.11017 -0.132 -0.067 -0.041 0.112
H 5.77430 12.81314 5.58253 0.280 0.005 -0.041 0.110
H 7.81593 12.44249 6.97629 0.067 -0.149 0.066 0.104
N 11.03814 11.12723 5.80453 0.304 1.651 -0.282 0.120
C 10.91120 9.99917 5.94812 -0.432 -1.458 0.275 -0.257
N 10.75706 8.72601 6.20655 0.354 0.199 0.779 -0.087
C 10.92460 8.28743 7.61640 -0.568 -0.088 -0.184 -0.123
C 10.34996 6.88572 7.78118 -0.270 0.053 -0.206 -0.175
C 8.91126 6.83802 7.24988 0.014 0.186 0.013 -0.176
C 8.79997 7.31674 5.78808 -0.191 -0.371 -0.033 -0.165
C 10.13819 7.79836 5.29372 0.152 -0.181 -1.565 -0.171
H 10.36661 8.97726 8.24536 -0.035 0.126 0.186 0.124
H 11.96347 8.33169 7.88586 0.555 0.013 0.138 0.117
H 10.33126 6.62174 8.83903 0.221 0.028 -0.031 0.120
H 10.97963 6.16056 7.26013 -0.013 -0.018 0.130 0.117
H 8.29646 7.47089 7.88826 -0.073 0.041 0.088 0.110
H 8.51834 5.83304 7.34115 -0.056 -0.195 0.083 0.108
H 8.06783 8.11229 5.66697 -0.104 0.077 0.153 0.111
H 8.46808 6.49659 5.13907 0.090 0.162 0.092 0.120
H 10.04081 8.28415 4.30491 0.116 -0.205 0.479 0.141
H 10.82054 6.95236 5.16535 -0.064 0.075 -0.102 0.127

***

Values of HOMO-LUMO gap, in order: 9.01 5.44 9.04, all in eV.